{"formula": "C4H4N2", "method": "ωB97M-V with the def2-TZVPD basis set", "elements": ["C", "H", "N", "C", "H", "H", "H", "C", "C", "N"], "coordinates": [[-1.054, 0.747, -0.277], [1.685, 1.117, 0.706], [-0.041, -1.414, -0.155], [-1.116, -0.625, -0.054], [-1.845, 1.444, -0.002], [-2.032, -1.083, 0.301], [2.030, -1.354, 0.129], [1.133, 0.602, -0.073], [1.131, -0.782, -0.105], [0.110, 1.349, -0.469]], "forces_ev_per_angstrom": [[-0.19, -0.06, 0.05], [1.73, 0.39, -1.12], [-0.34, -0.01, 0.12], [-0.18, -0.26, -0.12], [-0.50, -0.40, -0.99], [-0.05, -0.11, -0.34], [-0.28, 0.03, -0.29], [0.58, 0.15, 0.50], [-0.42, 0.04, 0.52], [-0.35, 0.23, 1.66]], "mulliken_charge": [-0.13, 0.29, -0.54, -0.08, 0.35, 0.36, 0.36, -0.07, -0.10, -0.45], "charge": 0, "smiles": "c1cnccn1", "de_lowest_kcal_mol": 41.0, "multiplicity": 1, "orbital_gap_ev": 9.254}